Computed, not measured: a structure of composition C10H16F6NO8PtS2, with ωB97M-V/def2-TZVPD.

Computed properties:
Electronic energy: -69683.983 eV
Charge: +3
HOMO energy: -0.7444 Eh
Gap between HOMO and LUMO: 7.16 eV

Geometry as XYZ:
```
44
Properties=species:S:1:pos:R:3:forces:R:3
Pt 0.1208 -0.1768 0.4260 0.5489 -0.1179 -0.4478
C -2.4774 -0.0681 -1.3696 -0.0382 -0.0418 0.1017
C -1.9912 1.2094 -1.9990 0.0572 0.0344 -0.0824
O -0.5727 1.2104 -1.8712 -0.1359 0.1245 0.0205
C 0.0328 2.4550 -1.5465 -0.0338 -0.1030 -0.0320
C -0.2586 2.8580 -0.1229 0.0763 0.0321 0.0105
O 0.1912 1.8057 0.8486 -0.0917 0.2508 -0.0073
C -0.2865 2.1139 2.2134 0.0691 -0.0052 0.0408
C -0.1076 0.8764 3.0506 -0.0513 -0.0717 -0.0553
O -0.6693 -0.2608 2.2836 -0.2342 0.0857 0.2365
C -2.1451 -0.4168 2.3323 0.0660 -0.0236 0.0378
C -2.5621 -0.9798 0.9997 -0.0194 0.0250 -0.0587
O -1.8887 -0.1309 0.0086 0.0745 0.0829 0.0163
H -2.1653 -0.9623 -1.9002 0.0022 0.0110 -0.0207
H -3.5573 -0.0638 -1.2266 0.0092 -0.0169 0.0089
H -2.4410 2.0796 -1.5172 -0.0329 -0.0187 0.0185
H -2.2829 1.2183 -3.0526 -0.0083 0.0043 0.0065
H -0.3134 3.2622 -2.1992 0.0037 0.0175 0.0152
H 1.1019 2.3332 -1.7217 0.0053 0.0009 0.0228
H -1.3202 3.0110 0.0665 -0.0102 -0.0103 -0.0044
H 0.3023 3.7509 0.1545 -0.0051 -0.0043 0.0096
H -1.3277 2.4280 2.1359 -0.0120 -0.0220 0.0107
H 0.3138 2.9393 2.5983 0.0198 -0.0080 -0.0326
H -0.6308 0.9414 4.0046 -0.0114 -0.0042 -0.0088
H 0.9319 0.6083 3.2254 0.0126 0.0289 -0.0084
H -2.5847 0.5608 2.5203 -0.0184 0.0057 -0.0293
H -2.3589 -1.1018 3.1522 -0.0036 0.0129 0.0075
H -3.6392 -0.8813 0.8653 0.0069 -0.0165 -0.0082
H -2.2605 -2.0161 0.8484 -0.0049 0.0027 0.0182
F 2.4755 -3.4907 -2.8291 0.0011 -0.0120 -0.0017
C 1.7173 -3.7368 -1.8137 0.0275 -0.0942 -0.0295
F 2.3622 -4.0494 -0.7358 -0.0316 0.0352 -0.0086
F 0.7345 -4.5354 -2.0684 0.0814 0.0244 -0.0087
S 0.7071 -2.0389 -1.4912 -0.1125 0.0373 0.1690
O 0.1406 -2.1296 -0.0516 0.0533 -0.0525 -0.1349
O -0.2119 -1.9456 -2.5576 -0.0611 -0.0196 0.0386
N 1.4030 -0.5144 -1.2766 0.0865 -0.0644 0.1845
S 2.7843 -0.1709 -0.3708 -0.3695 -0.0283 0.3553
O 2.0468 -0.1160 0.9863 -0.0196 -0.1302 -0.3355
O 3.3971 0.9982 -0.8537 -0.0392 0.0563 0.0358
C 4.1344 -1.5387 -0.0799 0.2082 -0.0024 0.0506
F 5.1393 -0.8607 0.3692 -0.0261 -0.0670 -0.0476
F 4.3648 -2.1028 -1.2333 -0.0298 0.0172 -0.0390
F 3.6512 -2.3717 0.7990 -0.0088 0.0449 -0.0145
```
Forces are in eV/Å.